{
  "formula": "C5H6O",
  "method": "wB97M-V/def2-TZVPD",
  "homo_lumo_gap_ev": 10.76,
  "homo_ha": -0.364,
  "total_energy_ev": -7327.44428,
  "e_above_lowest_kcal_mol": 42.4,
  "smiles": "C#C[C@@H](C)C=O",
  "symbols": ["C", "C", "C", "C", "C", "O", "H", "H", "H", "H", "H", "H"],
  "coordinates": [[-1.1360, 0.2375, -2.2131], [-0.5457, 0.2368, -1.1635], [0.2740, 0.3290, 0.0518], [-0.4884, 0.3118, 1.3768], [1.3716, -0.7327, 0.0294], [1.7029, -1.3658, 0.9995], [-1.6579, 0.2484, -3.1448], [0.8079, 1.2865, -0.0529], [-1.2455, 1.0993, 1.4041], [-0.9755, -0.6541, 1.5347], [0.2158, 0.4646, 2.1991], [1.8744, -0.8670, -0.9498]],
  "forces_ev_per_angstrom": [[0.2096, -0.0608, 0.4320], [-0.2105, 0.0573, -0.4705], [-0.0070, 0.0438, 0.0387], [-0.0655, 0.0180, 0.0541], [0.1666, -0.1926, 0.2720], [-0.1679, 0.2804, -0.4721], [0.0490, -0.0469, 0.1850], [0.0435, -0.0836, 0.1283], [0.1087, -0.1048, -0.0533], [0.0537, 0.1325, -0.0745], [-0.1240, -0.0260, -0.1238], [-0.0562, -0.0173, 0.0841]]
}

***

{
  "formula": "C5H6O",
  "method": "wB97M-V/def2-TZVPD",
  "homo_lumo_gap_ev": 10.79,
  "homo_ha": -0.364,
  "total_energy_ev": -7327.47026,
  "e_above_lowest_kcal_mol": 41.8,
  "smiles": "C#C[C@@H](C)C=O",
  "symbols": ["C", "C", "C", "C", "C", "O", "H", "H", "H", "H", "H", "H"],
  "coordinates": [[-1.8334, -0.7976, -1.4575], [-1.0757, -0.3732, -0.6232], [-0.1535, 0.1876, 0.3728], [0.9564, -0.7717, 0.8022], [0.4147, 1.5007, -0.1636], [1.5770, 1.8058, -0.0811], [-2.5089, -1.1819, -2.1904], [-0.7553, 0.4686, 1.2522], [0.5329, -1.6881, 1.2210], [1.5873, -1.0334, -0.0515], [1.5892, -0.2915, 1.5527], [-0.3307, 2.1746, -0.6336]],
  "forces_ev_per_angstrom": [[0.3178, 0.1640, 0.3306], [-0.3458, -0.1666, -0.3480], [0.0253, -0.0437, 0.0229], [0.0571, -0.0769, 0.0240], [0.3584, 0.1592, 0.0304], [-0.5420, -0.1379, -0.0461], [0.1345, 0.0621, 0.1319], [0.0638, -0.0015, -0.1140], [0.0361, 0.1397, -0.0671], [-0.1037, 0.0348, 0.1079], [-0.0913, -0.0754, -0.1110], [0.0899, -0.0579, 0.0383]]
}

***

{
  "formula": "C5H6O",
  "method": "wB97M-V/def2-TZVPD",
  "homo_lumo_gap_ev": 9.74,
  "homo_ha": -0.373,
  "total_energy_ev": -7325.14799,
  "e_above_lowest_kcal_mol": 95.4,
  "symbols": ["C", "C", "C", "C", "C", "O", "H", "H", "H", "H", "H", "H"],
  "coordinates": [[-1.5913, 0.3877, -0.2615], [-0.5624, -0.7029, 0.0605], [0.8455, -0.4493, -0.3418], [1.8417, -0.4595, -1.1303], [1.9802, 0.4407, 0.4759], [1.5652, 1.4468, 0.9862], [-1.6137, 1.1859, 0.4852], [-1.4009, 0.8351, -1.2409], [-2.5830, -0.0770, -0.2921], [-0.7933, -1.5829, -0.5478], [-0.6417, -1.0169, 1.1075], [2.9536, -0.0077, 0.6991]],
  "forces_ev_per_angstrom": [[-0.0335, 0.0607, -0.0303], [-0.0524, -0.1286, -0.0418], [0.2317, -0.1650, -0.7009], [-0.6980, 0.0252, 0.1803], [0.2763, 0.5872, 0.5341], [-0.0172, -0.5666, -0.2866], [0.1453, -0.1321, -0.1129], [0.0057, -0.0759, 0.1385], [0.1377, 0.1378, 0.0529], [-0.1177, -0.0224, 0.1458], [0.1671, 0.1239, -0.1553], [-0.0450, 0.1559, 0.2762]]
}

***

{
  "formula": "C5H6O",
  "method": "wB97M-V/def2-TZVPD",
  "homo_lumo_gap_ev": [7.58, 7.58],
  "homo_ha": [-0.279, -0.279],
  "total_energy_ev": -7323.87385,
  "e_above_lowest_kcal_mol": 124.8,
  "symbols": ["O", "C", "C", "C", "C", "C", "H", "H", "H", "H", "H", "H"],
  "coordinates": [[-0.3778, 1.7305, 0.1233], [-0.9103, 0.6046, 0.4317], [0.1203, -0.3470, 1.1001], [1.1563, -0.3118, -0.0251], [0.3517, -0.6722, -1.0956], [-0.8488, -0.6100, -1.4598], [-1.9876, 0.6098, 0.5912], [-0.3262, -1.3273, 1.2983], [0.4546, 0.0950, 2.0501], [0.6058, 1.3559, -0.0997], [2.2281, -0.3983, 0.0736], [-1.6962, -1.1378, -1.8563]],
  "forces_ev_per_angstrom": [[0.1129, -0.2388, -0.0497], [0.0148, 0.0941, 0.1328], [-0.0616, 0.0158, 0.0768], [0.0596, -0.2494, -0.1076], [-0.3703, 0.1975, 0.0912], [0.3299, -0.1080, 0.0216], [0.1215, -0.0199, -0.0604], [0.0542, 0.1275, -0.0524], [-0.0558, -0.0377, -0.1362], [-0.1862, 0.1475, 0.0515], [-0.1435, 0.0220, -0.0430], [0.1246, 0.0493, 0.0753]]
}

***

{
  "formula": "C5H6O",
  "method": "wB97M-V/def2-TZVPD",
  "homo_lumo_gap_ev": 10.56,
  "homo_ha": -0.370,
  "total_energy_ev": -7327.02821,
  "e_above_lowest_kcal_mol": 52.0,
  "smiles": "CCC#CC=O",
  "symbols": ["C", "C", "C", "C", "C", "O", "H", "H", "H", "H", "H", "H"],
  "coordinates": [[-1.6628, 0.3244, -0.1699], [-0.8321, -0.9479, 0.0460], [0.5673, -0.6506, -0.1884], [1.6705, -0.1554, -0.2248], [2.5383, 0.6855, 0.5755], [2.0964, 1.6716, 1.1208], [-1.3885, 1.0898, 0.5637], [-1.4755, 0.7402, -1.1640], [-2.7282, 0.1039, -0.0717], [-1.1663, -1.7807, -0.5753], [-0.8984, -1.2699, 1.0945], [3.5680, 0.3406, 0.7315]],
  "forces_ev_per_angstrom": [[-0.1269, 0.0438, -0.0340], [-0.0893, -0.1111, -0.0595], [0.4190, 0.1476, -0.0144], [-0.7052, -0.0406, 0.3690], [0.1047, 0.2754, 0.1864], [0.4697, -0.2048, -0.2382], [-0.0313, -0.1795, -0.1280], [-0.0863, -0.0992, 0.1207], [0.0836, 0.0527, -0.0036], [-0.0995, 0.0500, 0.0123], [-0.0825, -0.0551, -0.2016], [0.1440, 0.1208, -0.0090]]
}

***

{
  "formula": "C5H6O",
  "method": "wB97M-V/def2-TZVPD",
  "homo_lumo_gap_ev": 10.22,
  "homo_ha": -0.335,
  "total_energy_ev": -7324.62087,
  "e_above_lowest_kcal_mol": 107.5,
  "symbols": ["C", "C", "C", "C", "C", "H", "H", "H", "H", "H", "H", "O"],
  "coordinates": [[0.4782, 0.4120, 1.1732], [0.5430, 0.6935, -0.4331], [-0.8799, -0.1570, 0.6080], [-0.2265, -1.3023, -0.3444], [0.7978, -0.6289, -0.9480], [0.9319, -0.3449, 1.8213], [0.3667, 1.2749, 1.8371], [1.2723, 1.4990, -1.0160], [-1.9942, -0.5445, 0.8362], [-0.1681, -2.3840, 0.0055], [1.5804, -0.8840, -1.6238], [-0.7831, 0.9099, -0.2742]],
  "forces_ev_per_angstrom": [[-0.4831, -0.8524, 2.2934], [4.9070, 3.4763, 0.9264], [-0.3623, -2.9619, -1.6290], [1.8958, -1.2432, 1.5485], [-2.9677, -2.4954, 0.3365], [1.2113, -0.0388, -0.7920], [-0.2069, 0.3583, -0.5500], [-2.3526, -1.2916, 2.0213], [2.6804, 1.6529, 0.5210], [-0.6830, 1.2719, -1.1784], [0.3539, -0.4158, -0.1090], [-3.9930, 2.5398, -3.3886]]
}